Record 1
The following is a DFT calculation (ωB97M-V/def2-TZVPD) of C4H4O3 in the gas phase in a non-equilibrium geometry.

Calculated values
orbital gap	0.3578	Eh
largest force on an atom	5.0	eV/A
total charge	0
ΔE to the lowest compared entry with this formula, charge and spin	32.2	kcal per mole
spin multiplicity	1

Element x y z (Å)
1 O -1.90 -1.24 -0.15
2 C 1.24 -0.83 -0.06
3 H -1.95 0.79 -0.04
4 H -0.55 2.31 0.20
5 H 1.17 2.00 0.18
6 C -1.39 -0.15 -0.15
7 O 2.38 -0.31 -0.24
8 C 0.26 1.52 0.06
9 C 0.04 0.21 -0.17
10 O 0.86 -2.11 0.09
11 H -0.16 -2.18 0.28

Record 2
The following is a DFT calculation (ωB97M-V/def2-TZVPD) of a gas-phase ion, C2HN2O2 (charge -1) in a non-equilibrium geometry.

Calculated values
orbital gap	0.2807	Eh
largest force on an atom	5.1	eV/A
total charge	-1
ΔE to the lowest compared entry with this formula, charge and spin	88.6	kcal per mole
spin multiplicity	1

Element x y z (Å)
1 C 1.05 0.94 0.58
2 C -0.17 0.45 0.37
3 N 2.07 1.48 0.81
4 O -1.71 -1.26 -0.67
5 H -1.07 0.66 0.92
6 N -0.54 -0.90 -0.67
7 O 0.37 -1.37 -1.35

Record 3
The following is a DFT calculation (ωB97M-V/def2-TZVPD) of a molecular structure, C27H41N2OOs in a non-equilibrium geometry.

Calculated values
orbital gap (alpha / beta)	0.2127 / 0.2108	Eh
largest force on an atom	6.9	eV/A
total charge	+1
spin multiplicity	5

Element x y z (Å)
1 H 0.30 4.38 -3.64
2 C -0.27 2.19 4.71
3 H 3.09 2.67 4.58
4 C -1.53 -4.41 -0.83
5 H -0.75 2.94 4.06
6 H 0.70 0.07 -3.92
7 C 0.95 0.95 3.01
8 H -1.64 0.01 4.82
9 H -1.11 4.12 -1.64
10 H 2.96 -2.62 -3.48
11 C -0.66 3.24 -2.09
12 C 1.04 2.74 5.23
13 H -0.61 -1.02 3.77
14 H -1.72 0.17 3.04
15 H -2.47 3.28 0.24
16 H 1.01 2.35 -4.91
17 H 3.52 2.80 2.10
18 C 2.09 2.87 4.15
19 C 0.52 -3.03 1.23
20 H 2.42 1.91 1.02
21 H -1.24 -5.43 -1.11
22 C -1.05 -0.02 3.90
23 C 0.11 3.38 -3.25
24 C -0.59 -3.65 -3.77
25 H 2.28 -0.80 0.47
26 N 0.00 0.96 4.00
27 O 0.99 0.08 2.13
28 H 2.45 -0.93 -3.40
29 C 2.09 -1.95 -3.50
30 H -3.93 2.31 -0.10
31 C 1.43 -2.08 -1.00
32 H -3.81 0.31 -1.57
33 H 1.59 -2.07 -4.47
34 C -0.46 -3.41 -1.18
35 C 2.60 -1.36 -0.41
36 C 0.45 -2.81 -0.25
37 H 3.37 -2.08 -0.11
38 H -1.65 -3.87 -3.63
39 C -2.12 1.52 -0.94
40 C 0.44 0.98 -3.37
41 H -2.40 -1.34 -0.53
42 Os -0.47 -1.37 -1.42
43 H -1.73 -4.39 0.24
44 H 0.87 3.71 5.69
45 H -2.99 1.20 -2.92
46 H 3.03 -0.68 -1.15
47 H -0.36 -3.57 1.58
48 C -1.85 0.63 0.24
49 H -1.66 -1.30 1.15
50 H -3.21 3.34 -1.37
51 H -2.44 -4.17 -1.38
52 C -0.03 -3.08 -2.50
53 C 1.15 -2.28 -2.39
54 C -0.90 1.96 -1.60
55 H 0.58 -2.05 1.73
56 H -1.70 1.16 1.20
57 H 1.41 -3.60 1.49
58 C 0.07 0.88 -2.01
59 N 1.86 1.97 3.04
60 C -3.00 2.70 -0.51
61 C -1.78 -0.76 0.21
62 H 3.49 1.02 2.11
63 C 2.87 1.92 2.02
64 H -2.20 -0.25 -2.21
65 C 0.55 2.25 -3.93
66 H -0.95 1.95 5.53
67 C -2.85 0.64 -1.98
68 H 0.83 0.35 -1.36
69 H 2.11 3.90 3.76
70 H -0.48 -2.92 -4.57
71 H -0.07 -4.57 -4.07
72 H 1.42 2.06 6.01

Record 4
The following is a DFT calculation (ωB97M-V/def2-TZVPD) of 7 unconnected molecules or ions with the total composition C39H45BBrO17S in a non-equilibrium geometry.

Calculated values
orbital gap	0.2400	Eh
largest force on an atom	4.3	eV/A
total charge	-1
spin multiplicity	1

Element x y z (Å)
1 C 1.87 1.65 -1.10
2 O 3.42 5.17 5.78
3 C 3.51 7.57 8.34
4 C 1.51 -2.99 -8.86
5 H 4.66 -3.65 1.15
6 H -5.58 -4.87 -3.21
7 C -2.25 -3.63 -3.23
8 H -5.69 -4.33 5.97
9 O -0.53 2.66 1.15
10 H 3.47 0.95 0.21
11 O -0.38 -5.50 -3.70
12 C 4.49 -2.92 1.94
13 O 0.67 -2.81 -4.86
14 O 4.83 5.13 1.38
15 C 3.02 -2.62 2.19
16 C 3.22 6.06 6.56
17 S -1.33 2.95 -3.50
18 H -7.36 -2.82 5.23
19 O 4.27 -0.63 2.39
20 C -1.59 0.14 -4.53
21 C -1.54 -5.54 -1.33
22 C 0.50 -2.85 -9.99
23 H -1.48 -4.72 -0.54
24 H -5.56 -3.56 0.87
25 C 5.05 -1.55 1.62
26 C -4.56 -2.38 -3.50
27 O 2.19 -0.63 3.28
28 H -5.69 -2.36 -3.40
29 C -4.10 -3.27 4.99
30 H 1.50 5.27 3.33
31 H 1.97 2.23 2.13
32 H 1.77 -2.05 -8.38
33 C -4.60 -4.85 -2.64
34 C -0.19 -4.19 -9.96
35 H 1.90 8.50 7.21
36 C -5.24 -4.17 -0.01
37 H 1.48 7.01 3.63
38 O 1.98 6.45 6.96
39 C 1.67 1.66 1.25
40 H 1.68 7.48 1.24
41 C -6.33 -2.50 5.05
42 C 2.09 7.61 7.81
43 C 1.65 6.42 1.53
44 O -5.99 -2.76 3.68
45 H 2.33 2.17 -1.94
46 O 0.62 2.28 -0.76
47 H 0.69 6.00 1.22
48 O -4.11 -3.37 2.58
49 C 2.71 1.73 0.15
50 H -2.57 -5.98 -1.24
51 C -1.48 -2.41 -3.69
52 H -1.27 2.78 -2.12
53 H -5.18 -2.90 6.87
54 H 4.61 7.67 6.47
55 C 0.11 -2.34 -3.77
56 C -5.34 -3.30 5.87
57 C 3.07 -1.20 2.71
58 H -3.49 -2.39 5.19
59 C -2.31 1.47 -4.00
60 B -1.35 -4.92 -2.82
61 H 3.56 6.92 9.22
62 C -3.69 1.48 -3.92
63 C 1.91 6.22 3.00
64 H 1.66 0.61 -1.39
65 H 2.59 -3.29 2.93
66 H 3.89 8.55 8.63
67 H 3.87 7.15 3.15
68 O -5.63 0.22 -4.81
69 H 0.15 -3.46 -7.23
70 H -3.51 -4.18 5.10
71 H -6.26 -1.43 5.23
72 H 3.77 5.50 3.85
73 H 4.94 -3.30 2.86
74 H 1.45 0.63 1.53
75 O 2.71 5.73 0.85
76 H -0.23 -2.07 -9.78
77 H 3.22 2.70 0.19
78 C 0.82 -3.97 -7.93
79 H 2.44 -2.64 1.27
80 C 3.43 6.16 3.05
81 O 0.80 -1.85 -2.84
82 C -4.69 -3.16 3.61
83 C -3.74 -3.60 -3.15
84 H 5.11 6.33 7.56
85 H -0.71 -6.26 -1.08
86 H 4.94 -1.30 0.56
87 C -4.52 0.18 -4.31
88 C -2.28 -1.20 -4.05
89 C -3.80 -1.18 -3.95
90 H 0.99 -2.67 -10.95
91 H 1.35 7.55 8.60
92 H 6.10 -1.46 1.90
93 C -4.93 -4.54 -1.13
94 Br -4.65 3.07 -3.32
95 C 3.77 5.60 1.70
96 H 1.54 -4.56 -7.37
97 H -4.03 -5.81 -2.75
98 C 4.27 6.93 7.20
99 O -0.89 -4.64 -10.84
100 H 2.43 -3.44 -9.25
101 H 0.48 -5.20 -3.34
102 C 0.46 2.27 0.59
103 O 0.04 -4.82 -8.79
104 O -0.63 0.17 -5.27

Question: What is the largest force on an atom in the fourth record?
Answer: 4.3 eV/A

Question: What is the formula in the fourth record?
Answer: C39H45BBrO17S

Question: What is the formula in the second record?
Answer: C2HN2O2